Record 1
Here is 6 unconnected molecules or ions with the total composition C4H21N3O6 at a distorted geometry from the OMol25 dataset. Energies are from the ωB97M-V functional and the def2-TZVPD basis.

Properties
LUMO level = 0.372 eV
M = 207.23 g mol⁻¹
E_HOMO = -9.8 eV
Kohn-Sham gap = 10.133 eV
Structure (SMILES) = NCCCNC(N)=O.O.O.O.O.O
Energy relative to the best compared isomer or geometry (same formula, charge and spin) = 0.982 eV
Energy = -21245.194 eV
Total charge = 0

Element x y z (Å)
1 H 3.08298 0.40935 1.27688
2 H -2.07951 -1.24759 -0.82425
3 C -1.06618 -1.13463 -0.42083
4 H 3.62432 -0.73968 2.15011
5 H 0.79963 -0.70727 -1.46864
6 N -1.63517 1.59914 -1.84525
7 H -0.78836 -2.14618 -0.14305
8 H 1.35800 -2.17271 0.18837
9 N -1.15820 -0.32874 0.81091
10 C -0.31645 1.02834 -1.75314
11 H 2.43876 -3.08017 -0.32182
12 H -0.17130 -2.17065 3.27824
13 H -0.76385 3.30508 1.68777
14 H -0.72388 -0.99374 -2.40821
15 H -1.66644 0.34902 -3.69383
16 H 0.28809 1.31497 -0.90167
17 H -2.52962 -0.55415 -4.58785
18 O 3.42968 -0.50608 1.24023
19 H -1.24229 0.65411 0.65053
20 H -0.24206 -2.66218 1.65536
21 H -1.63816 2.60117 -1.99899
22 H 1.31280 1.99586 1.72208
23 H -0.62616 1.85063 2.34254
24 O -1.67926 -0.10771 -4.54134
25 O -0.41247 2.41927 1.55451
26 O 2.23554 1.80085 1.99190
27 H -2.22792 1.46480 -1.05678
28 H 2.31277 2.28966 2.81635
29 C -0.60783 -0.62988 2.00850
30 N -0.33389 -1.91719 2.32379
31 O -0.51138 0.24211 2.89234
32 C -0.26014 -0.50514 -1.56396
33 H 0.29874 1.17852 -2.63773
34 O 1.49922 -2.89919 -0.42307

Record 2
Here is 6 unconnected molecules or ions with the total composition C4H21NO5S2 at a distorted geometry from the OMol25 dataset. Energies are from the ωB97M-V functional and the def2-TZVPD basis.

Properties
LUMO level = 0.331 eV
M = 227.35 g mol⁻¹
E_HOMO = -9.0 eV
Kohn-Sham gap = 9.339 eV
Structure (SMILES) = CN[C@H](C)CSS.O.O.O.O.O
Energy relative to the best compared isomer or geometry (same formula, charge and spin) = 0.693 eV
Energy = -37886.040 eV
Total charge = 0

Element x y z (Å)
1 H 1.84287 0.04449 -1.43385
2 C -0.02763 -0.97305 -1.64392
3 H 2.47264 0.85583 1.97338
4 O 0.84484 2.97315 -0.05377
5 H -0.90702 0.70337 -0.71309
6 H -0.00950 -1.19656 -2.75267
7 H 0.41179 1.52213 2.99913
8 H 1.33058 -0.76387 0.01100
9 C -1.09134 -1.94211 -1.12533
10 O -0.37461 -0.28243 2.63535
11 H -2.12410 -1.74140 -1.37196
12 H 0.80319 2.88432 2.41071
13 H -0.91659 -0.79239 3.24307
14 H -2.54618 -0.17713 -2.43214
15 H 0.61180 -4.14030 -1.24538
16 O -2.45324 1.51699 0.97124
17 S 1.63945 -3.96261 -0.43017
18 H 0.46153 -0.74547 2.48046
19 O 1.13287 2.16894 2.96779
20 C 1.37096 -0.93246 -1.06858
21 H -2.40912 1.35307 -1.87464
22 H -0.94744 -2.11683 -0.05141
23 N -0.61827 0.37746 -1.60907
24 H -0.97971 -2.94635 -1.57494
25 S 2.45500 -2.30207 -1.35743
26 C -1.81894 0.61851 -2.43166
27 H -1.59745 1.15721 -3.33356
28 H 0.55529 2.19626 -0.55027
29 H 1.44536 3.38642 -0.68335
30 O 2.58527 0.05973 2.50805
31 H -1.97242 1.64116 1.79329
32 H 2.63844 0.34658 3.42056
33 H -1.80831 1.20940 0.32317

Record 3
Here is a molecular structure, C4H21NO6Pt at a distorted geometry from the OMol25 dataset. Energies are from the ωB97M-V functional and the def2-TZVPD basis.

Properties
2S+1 = 3
LUMO level (spin up / spin down) = -6.309 / -7.360 eV
M = 374.29 g mol⁻¹
E_HOMO (spin up / spin down) = -16.2 / -16.5 eV
Kohn-Sham gap (spin up / spin down) = 9.859 / 9.116 eV
Energy relative to the best compared isomer or geometry (same formula, charge and spin) = 1.090 eV
Energy = -21492.625 eV
Total charge = +2

Element x y z (Å)
1 H -0.93240 2.87720 -1.30910
2 H 2.43375 -1.69558 -0.32675
3 O 2.43375 -0.74354 -0.42606
4 C -2.27240 -2.27898 1.47219
5 H -1.39624 -0.21286 -3.13498
6 O 1.83371 2.57348 0.95923
7 N -1.11596 -0.00940 1.43642
8 H 2.43794 3.20954 0.57639
9 H -1.34663 2.96868 0.14415
10 H 2.43986 -0.43707 2.05385
11 O -0.48414 -0.38227 -1.19330
12 H -1.33604 -2.24532 -1.20928
13 H 1.99177 2.62939 1.90163
14 H -2.40980 -0.88016 -0.78401
15 H 2.28330 1.10710 -2.23341
16 H -0.20225 -1.44874 -3.05848
17 C -1.41514 -1.30796 -0.65865
18 C -1.21700 -1.35565 0.84151
19 C -0.47078 -0.48439 -2.62716
20 H -2.28851 -3.30758 1.11187
21 H -2.12976 -2.35279 2.55029
22 H 3.35687 -0.49648 -0.37077
23 H -1.08707 -0.12126 2.43979
24 Pt 0.60781 0.84340 0.23019
25 H 1.97534 2.56739 -1.97923
26 H 0.14750 0.31228 -3.04083
27 O 1.60291 0.02724 2.06771
28 O 1.81548 1.68890 -1.63435
29 H -0.29413 -1.84426 1.15404
30 H -3.26951 -1.86389 1.32528
31 H -2.05906 0.29036 1.23445
32 H 1.32984 0.00239 2.98479
33 O -0.96301 2.37080 -0.49741

Record 4
Here is 7 unconnected molecules or ions with the total composition C4H21NO7 at a distorted geometry from the OMol25 dataset. Energies are from the ωB97M-V functional and the def2-TZVPD basis.

Properties
LUMO level = -0.330 eV
M = 195.21 g mol⁻¹
E_HOMO = -10.0 eV
Kohn-Sham gap = 9.718 eV
Structure (SMILES) = CCCC(N)=O.O.O.O.O.O.O
Energy relative to the best compared isomer or geometry (same formula, charge and spin) = 3.396 eV
Energy = -20308.672 eV
Total charge = 0

Element x y z (Å)
1 O 0.47743 -2.22344 2.34801
2 H 2.06066 0.54729 0.09614
3 C -2.09648 0.05609 0.13151
4 H 2.18862 1.65954 1.06793
5 H 0.43064 1.59076 3.43200
6 H -3.17651 1.45262 1.41238
7 H -0.01081 -2.80917 2.86376
8 H -2.43355 -0.30655 -2.02635
9 C -2.76736 0.35371 -1.20688
10 N -0.23301 1.85878 2.80278
11 O 1.64701 1.23007 0.33785
12 O -0.57416 -2.22424 -2.43886
13 H 0.02236 -2.86478 -2.94116
14 H 0.73797 0.60398 -3.44863
15 H 4.02726 -1.66020 0.30239
16 H 3.17793 0.50873 -2.12537
17 O 3.33488 -2.40707 0.11442
18 H -1.14355 -0.47505 0.07716
19 O 2.71976 -0.24447 -2.34342
20 H 1.36564 1.08331 -2.24106
21 O -1.78160 0.20177 3.17704
22 H -2.41306 1.39734 -1.70927
23 C -2.03653 1.31808 1.19677
24 H 0.22649 2.44710 2.12142
25 H -1.65436 2.15418 0.58552
26 H -0.18727 -1.32267 -2.32967
27 H 0.25689 -1.22759 2.52513
28 H -2.82395 -0.68022 0.41154
29 O 0.69592 1.41128 -2.87783
30 C -1.34335 1.06144 2.41815
31 H 2.39835 -0.73919 -1.71997
32 H -3.84314 0.59237 -0.91625
33 H 2.75089 -2.34380 0.90282

Record 5
Here is 7 unconnected molecules or ions with the total composition C4H21NO7S2 at a distorted geometry from the OMol25 dataset. Energies are from the ωB97M-V functional and the def2-TZVPD basis.

Properties
LUMO level = 0.007 eV
M = 259.35 g mol⁻¹
E_HOMO = -8.1 eV
Kohn-Sham gap = 8.152 eV
Structure (SMILES) = CNC(=O)CCSS.O.O.O.O.O.O
Energy relative to the best compared isomer or geometry (same formula, charge and spin) = 0.589 eV
Energy = -41979.647 eV
Total charge = 0

Element x y z (Å)
1 H -1.42982 -4.04098 -1.70596
2 O -4.03522 -0.67995 0.46588
3 C 0.35529 -1.23590 -1.27610
4 H 1.23593 -2.47005 1.87466
5 O 0.97605 -0.43319 3.03118
6 O 0.97772 -0.59730 -2.07766
7 H -0.04228 -0.59319 3.09125
8 C -1.25411 0.57616 -0.46805
9 O 2.09760 1.85617 2.13566
10 H -1.36865 1.14104 0.46910
11 H 1.13419 0.56208 3.10008
12 H -0.56462 -1.38188 0.67288
13 H -0.58916 4.09812 -0.43837
14 H 0.64152 -0.36224 0.69191
15 H -2.85411 0.34852 2.99044
16 O 3.32990 0.10610 0.43329
17 H 2.63100 1.50336 2.81384
18 N 0.14419 -2.56275 -1.54138
19 C -0.79234 -3.50358 -0.94976
20 H 2.53240 -0.06138 -0.11543
21 S -0.72579 1.73680 -1.68942
22 H -0.12170 -4.30263 -0.40462
23 C -0.17597 -0.60815 -0.09169
24 H -2.76670 -0.35269 1.63261
25 H 0.46294 -2.90368 -2.47676
26 H -2.20236 0.16283 -0.91580
27 H 2.52316 -2.80658 1.21637
28 H 2.53812 1.63509 1.41760
29 O -2.26640 0.01157 2.43010
30 O 1.70497 -3.09199 1.24944
31 H -1.43334 -3.09400 -0.14880
32 H 3.81238 0.69720 -0.17282
33 H -3.54417 -1.00851 -0.21914
34 H -4.92396 -1.01606 0.28178
35 S 0.24115 3.47835 -1.27899

Record 6
Here is 7 unconnected molecules or ions with the total composition C4H21NO8 at a distorted geometry from the OMol25 dataset. Energies are from the ωB97M-V functional and the def2-TZVPD basis.

Properties
LUMO level = 0.270 eV
M = 211.21 g mol⁻¹
E_HOMO = -9.1 eV
Kohn-Sham gap = 9.374 eV
Structure (SMILES) = CN[C@H](C)C(=O)O.O.O.O.O.O.O
Energy relative to the best compared isomer or geometry (same formula, charge and spin) = 2.989 eV
Energy = -22356.785 eV
Total charge = 0

Element x y z (Å)
1 H 2.88058 0.65849 0.73226
2 C 1.94804 -1.49467 1.66463
3 H 0.16826 2.11142 1.15977
4 O -2.45574 2.90144 -1.94764
5 H -3.46577 -0.77661 0.77512
6 H 1.12673 -2.55897 -1.48915
7 H 1.11025 2.15350 -0.66379
8 C -0.23427 -0.77048 0.49521
9 H -0.64853 2.81230 2.23315
10 O -3.06022 1.01140 0.95066
11 H -2.10171 0.88490 0.99840
12 H 2.42619 -2.20585 0.93820
13 O 1.73061 -3.28521 -1.63952
14 O -0.48952 -0.77593 -0.68893
15 O 1.61445 0.08134 -3.72554
16 O -0.73956 2.37479 1.47058
17 H 1.93757 -0.45555 -2.99516
18 H -3.12299 1.93815 0.68015
19 C 1.04662 -0.28343 1.23852
20 H -2.07291 -1.35716 1.27227
21 H 1.05329 0.45585 -1.29527
22 O -3.47519 -1.72140 0.81796
23 H 0.53140 0.35819 2.08252
24 C 1.68560 1.17450 -0.68428
25 H -2.70187 2.08069 -1.65433
26 H 1.37070 -2.18056 2.41577
27 H 1.05493 -0.69650 -3.98506
28 H -3.63521 -2.08477 -0.12939
29 O -1.09596 -1.19961 1.39324
30 H 2.62867 1.43380 -1.26471
31 N 1.87738 0.74290 0.69692
32 H 2.28600 -3.31600 -0.83905
33 H -1.87814 3.23149 -1.37218
34 H 2.70032 -1.24245 2.35868

Number 3 is which compound?
C4H21NO6Pt